The following is a quantum chemistry calculation of a cluster of 2 separate species, C14H28NO6S in total in a non-equilibrium geometry, from the Open Molecules 2025 dataset.

Computed properties:
F_max = 2.0 eV/Å
net charge = +1
spin multiplicity = 1
Kohn-Sham gap = 11.4 eV
electronic energy = -1454.3984 hartree

Each line ends with the natural charge from an NBO analysis.
Atoms and positions in Å:
O 2.94211 -0.16002 2.26723  -0.588
C 2.25298 0.81827 2.46378  0.980
O 2.68898 2.07819 2.61997  -0.481
C 1.59180 2.99858 2.35918  -0.098
C 0.61034 2.01831 1.76650  0.087
C -0.82282 2.37677 1.51079  -0.417
C -1.67019 2.61691 2.76307  -0.413
C -3.00470 3.23901 2.35908  -0.665
S -4.01628 2.12674 1.40456  2.370
O -5.36331 2.59898 1.42737  -0.934
O -3.44668 1.91388 0.11409  -0.940
O -3.96823 0.77274 2.23799  -0.885
O 0.87418 0.84280 2.53259  -0.517
H 1.37676 3.38891 3.34135  0.208
H 1.89689 3.72671 1.62921  0.211
H 1.00788 1.78231 0.76991  0.152
H -0.80423 3.30317 0.95175  0.224
H -1.25233 1.58418 0.92160  0.232
H -1.16527 3.37867 3.34357  0.217
H -1.81788 1.72412 3.34901  0.236
H -2.87138 4.11620 1.74686  0.252
H -3.59338 3.48802 3.22866  0.256
H -4.79083 0.78258 2.74386  0.521
C -0.53126 -3.97537 -2.64109  -0.616
C 0.32469 -2.91061 -3.33661  -0.435
C 1.66935 -2.59323 -2.69425  -0.204
N 1.71664 -1.71323 -1.46518  -0.207
C 3.05212 -1.93587 -0.82603  -0.405
C 1.56145 -0.24882 -1.79694  -0.213
C 0.06109 0.01565 -1.78153  -0.427
C -0.50901 -0.99167 -0.76603  -0.424
C 0.63291 -1.95629 -0.44261  -0.231
H -1.13021 -3.57231 -1.82594  0.203
H -1.23377 -4.40682 -3.35128  0.240
H 0.08366 -4.78705 -2.24870  0.212
H -0.26170 -2.01384 -3.53129  0.217
H 0.57670 -3.30522 -4.32298  0.244
H 2.31002 -2.09426 -3.42027  0.224
H 2.15905 -3.52742 -2.42207  0.223
H 3.83260 -1.68623 -1.54052  0.228
H 3.11706 -2.98034 -0.53546  0.229
H 3.12568 -1.29926 0.05026  0.252
H 2.05707 0.30464 -1.00060  0.220
H 2.04832 -0.03289 -2.74394  0.235
H -0.37018 -0.13737 -2.76728  0.226
H -0.16070 1.04638 -1.51036  0.243
H -1.38125 -1.49921 -1.17251  0.236
H -0.83807 -0.49903 0.14450  0.239
H 0.37346 -3.00963 -0.43121  0.241
H 1.05987 -1.70675 0.52795  0.243

Cartesian forces, eV/Å:
O -1.259 1.484 0.438
C 0.465 -0.892 0.345
O 0.747 -0.230 -0.737
C 0.357 -1.063 0.519
C -0.049 0.379 -0.787
C 0.114 -0.370 1.476
C 0.096 0.739 -0.907
C 0.097 -1.043 0.332
S -0.968 1.001 -0.930
O -0.191 0.010 0.552
O 0.767 -0.514 0.174
O 0.306 0.140 -0.126
O 0.316 -0.828 -0.410
H -0.591 0.528 0.040
H 0.262 0.450 0.013
H 0.125 0.179 -0.220
H -0.044 0.127 -0.493
H -0.215 -0.057 -0.419
H 0.125 0.014 0.511
H 0.056 -0.243 0.229
H -0.061 0.312 -0.272
H -0.263 0.149 0.225
H -0.222 -0.313 0.237
C -0.038 0.130 0.044
C -0.218 -0.187 0.034
C -0.183 -0.058 -0.230
N 0.349 0.161 0.232
C -0.037 0.040 -0.014
C -0.339 0.087 -0.017
C -0.035 0.022 -0.064
C -0.154 -0.067 -0.148
C -0.114 0.044 0.213
H 0.027 -0.043 0.024
H 0.017 -0.015 -0.030
H 0.002 -0.025 -0.027
H 0.044 0.020 -0.001
H 0.131 0.081 -0.014
H 0.056 0.020 0.039
H -0.040 -0.018 0.100
H 0.014 -0.059 -0.036
H 0.083 -0.011 0.027
H 0.059 0.013 0.087
H 0.076 -0.046 0.009
H 0.082 -0.032 0.012
H -0.002 0.024 -0.005
H 0.080 0.012 0.041
H 0.031 -0.031 -0.025
H 0.018 0.002 0.078
H 0.005 -0.020 -0.083
H 0.115 -0.003 -0.034